[1]
Below is 7 unconnected molecules or ions with the total composition C27H37Cl24O6P at a distorted geometry, with properties calculated with the ωB97M-V functional and the def2-TZVPD basis.

For the frontier orbital gap, the calculation gives 9.564 eV. The lowest unoccupied orbital energy is 0.0 eV. Its SMILES is COCCCCCCCCCCO[P@@](=O)(O)OC[C@H](C)OCc1ccccc1.ClC(Cl)(Cl)Cl.ClC(Cl)(Cl)Cl.ClC(Cl)(Cl)Cl.ClC(Cl)(Cl)Cl.ClC(Cl)(Cl)Cl.ClC(Cl)(Cl)Cl.

ORCA input file:
```
! wB97M-V def2-TZVPD RIJCOSX def2/J DEFGRID3
* xyz 0 1
C -4.90 4.39 1.90
O -4.64 4.29 0.52
C -3.85 3.14 0.20
C -4.29 2.54 -1.13
C -3.13 2.23 -2.09
C -2.39 3.48 -2.62
C -1.03 3.76 -1.99
C 0.05 2.68 -2.25
C 0.81 2.26 -0.98
C -0.08 1.63 0.11
C -0.49 0.22 -0.31
C -1.68 -0.33 0.48
O -2.54 -1.16 -0.35
P -2.72 -2.67 0.10
O -2.79 -2.88 1.55
O -4.09 -3.11 -0.59
O -1.64 -3.60 -0.61
C -0.41 -2.94 -0.98
C 0.64 -3.90 -1.50
C 0.10 -4.97 -2.43
O 1.35 -4.52 -0.43
C 2.69 -4.11 -0.31
C 2.85 -2.90 0.59
C 1.91 -2.61 1.57
C 2.05 -1.52 2.42
C 3.15 -0.69 2.30
C 4.09 -0.98 1.32
C 3.94 -2.06 0.47
H -5.69 3.68 2.17
H -4.00 4.21 2.49
H -5.24 5.40 2.13
H -3.94 2.43 1.03
H -2.80 3.47 0.18
H -4.93 3.27 -1.63
H -4.84 1.63 -0.91
H -3.58 1.71 -2.94
H -2.46 1.50 -1.62
H -2.28 3.36 -3.70
H -3.04 4.33 -2.41
H -0.64 4.68 -2.43
H -1.09 3.95 -0.92
H 0.80 3.12 -2.91
H -0.34 1.81 -2.79
H 1.38 3.10 -0.59
H 1.54 1.50 -1.28
H -0.93 2.27 0.34
H 0.55 1.53 1.00
H -0.75 0.20 -1.37
H 0.39 -0.41 -0.19
H -1.31 -0.87 1.35
H -2.30 0.51 0.82
H -4.37 -2.45 -1.23
H 0.00 -2.48 -0.08
H -0.59 -2.15 -1.71
H 1.33 -3.28 -2.09
H -0.40 -5.76 -1.87
H -0.55 -4.55 -3.20
H 0.96 -5.44 -2.92
H 3.24 -4.94 0.14
H 3.17 -3.93 -1.28
H 1.03 -3.25 1.67
H 1.32 -1.31 3.19
H 3.30 0.16 2.95
H 4.96 -0.33 1.28
H 4.68 -2.25 -0.31
Cl -1.49 -5.29 4.58
C -1.05 -6.31 3.21
Cl -2.04 -7.77 3.22
Cl -1.30 -5.43 1.71
Cl 0.67 -6.74 3.36
Cl 5.63 3.79 4.86
C 5.36 2.13 5.39
Cl 4.23 2.12 6.75
Cl 4.66 1.19 4.05
Cl 6.89 1.40 5.88
Cl 4.21 -5.08 2.89
C 4.77 -6.35 3.99
Cl 3.60 -7.68 3.99
Cl 6.34 -6.95 3.45
Cl 4.92 -5.69 5.62
Cl -7.44 2.17 -2.17
C -7.14 1.65 -3.82
Cl -8.68 1.42 -4.66
Cl -6.18 2.88 -4.66
Cl -6.25 0.12 -3.81
Cl 4.92 3.42 -1.93
C 5.30 1.70 -2.09
Cl 7.05 1.50 -2.21
Cl 4.71 0.80 -0.68
Cl 4.52 1.06 -3.54
Cl 2.26 8.40 -0.63
C 1.65 7.17 -1.74
Cl 0.13 6.52 -1.16
Cl 1.42 7.89 -3.34
Cl 2.81 5.84 -1.88
*
```

***

[2]
Below is a molecular structure, C27H37Cl2F5NO8 at a distorted geometry, with properties calculated with the ωB97M-V functional and the def2-TZVPD basis.

For the frontier orbital gap, the calculation gives 8.329 eV. The lowest unoccupied orbital energy is -3.4 eV.

ORCA input file:
```
! wB97M-V def2-TZVPD RIJCOSX def2/J DEFGRID3
* xyz 1 1
C 3.89 1.64 1.15
C 2.95 0.30 1.07
C 3.80 -1.09 0.86
C 1.66 0.45 0.01
C 2.24 0.37 -1.50
N 1.40 0.99 -2.62
C 2.40 1.04 -3.80
C 2.88 -0.39 -4.41
O 4.29 -0.22 -4.90
C 5.25 -0.67 -3.88
O 5.93 0.25 -3.17
C 1.07 2.42 -2.24
Cl 0.20 3.41 -3.59
C 2.30 3.39 -1.79
C 2.05 4.11 -0.30
Cl 2.42 4.86 -2.97
C 0.19 0.19 -3.03
F -0.18 0.36 -4.49
F 0.35 -1.31 -2.90
C -1.21 0.42 -2.22
C -1.52 -0.56 -0.90
C -2.93 -0.42 -0.01
C -4.11 0.69 -0.38
C -3.83 1.63 -1.69
C -5.01 2.73 -2.11
F -6.35 2.09 -1.93
F -4.87 4.03 -1.40
F -4.91 3.05 -3.58
C -2.41 1.47 -2.56
H 4.80 1.36 1.86
H 4.39 1.94 0.11
H 3.36 2.56 1.67
H 2.43 0.20 2.13
H 4.96 -0.84 0.75
H 3.42 -1.79 0.00
H 3.73 -1.72 1.87
H 1.03 -0.54 0.21
H 1.13 1.42 0.35
H 2.47 -0.79 -1.68
H 3.35 0.82 -1.46
H 3.42 1.58 -3.49
H 2.01 1.65 -4.72
H 2.24 -0.57 -5.40
H 2.75 -1.33 -3.75
H 5.42 -1.84 -3.79
H 0.30 2.51 -1.33
H 3.37 2.94 -1.80
H 1.21 3.60 0.33
H 1.69 5.23 -0.48
H 3.09 4.18 0.24
H -0.80 -1.41 -0.53
H -3.15 -1.11 0.92
H -5.12 0.81 0.20
H -2.33 2.17 -3.50
C 2.13 -2.94 6.88
C 3.09 -2.77 5.72
C 4.49 -2.46 6.15
O 4.99 -1.72 5.05
C 3.91 -1.12 4.46
O 3.98 -0.24 3.62
O 2.74 -1.63 4.95
H 2.55 -3.59 7.66
H 1.86 -1.98 7.33
H 1.19 -3.39 6.53
H 3.05 -3.65 5.07
H 5.08 -3.37 6.30
H 4.55 -1.84 7.05
C -8.72 -0.72 0.85
C -7.76 -1.54 0.00
C -8.15 -2.98 -0.11
O -6.90 -3.62 -0.31
C -5.96 -2.83 0.28
O -4.80 -3.16 0.48
O -6.48 -1.61 0.61
H -9.76 -0.92 0.58
H -8.57 -0.92 1.91
H -8.53 0.35 0.70
H -7.65 -1.08 -0.99
H -8.81 -3.16 -0.96
H -8.61 -3.38 0.79
*
```

***

[3]
Below is a molecular structure, C27H37N7O5PPd, with properties calculated with the ωB97M-V functional and the def2-TZVPD basis.

For the frontier orbital gap (spin up / spin down), the calculation gives 7.303 / 6.285 eV. The energy above the lowest of the compared OMol25 structures with the same formula, charge and spin comes out at 1.303 eV. The lowest unoccupied orbital energy (spin up / spin down) is -2.9 / -3.9 eV.

ORCA input file:
```
! wB97M-V def2-TZVPD RIJCOSX def2/J DEFGRID3
* xyz 1 3
Pd 0.96 -0.47 1.46
C 3.78 2.33 0.12
P 4.01 1.26 1.53
C 5.72 0.76 1.52
C 3.77 2.29 2.98
O 3.10 0.06 1.52
H 4.50 3.15 0.11
H 2.77 2.75 0.15
H 3.88 1.74 -0.79
H 6.38 1.62 1.60
H 5.93 0.21 0.60
H 5.90 0.09 2.37
H 4.41 3.18 2.94
H 4.01 1.72 3.87
H 2.73 2.60 3.03
C 0.14 0.91 7.07
N 0.54 0.34 5.80
C 1.17 -0.96 5.62
C 1.29 -1.02 4.11
O 1.69 -1.93 3.41
N 0.85 0.16 3.59
C 0.39 0.90 4.59
N -0.12 2.12 4.37
H 0.01 0.11 7.79
H -0.82 1.42 6.98
H 0.89 1.61 7.46
H 0.55 -1.78 6.00
H 2.15 -1.01 6.10
H -0.30 2.34 3.39
H -0.58 2.63 5.09
N -0.91 -1.41 1.54
C -1.42 -2.45 1.31
N -1.99 -3.56 1.12
C -3.26 -3.83 0.96
N -4.37 -4.13 0.78
C -3.83 -0.82 -2.51
O -2.66 -0.33 -3.17
C -2.59 -0.45 -4.50
C -3.64 -0.84 -5.32
C -3.49 -0.86 -6.70
C -2.29 -0.46 -7.28
C -1.23 -0.09 -6.46
C -1.37 -0.10 -5.09
N -0.28 0.34 -4.28
C 0.25 -0.17 -3.17
C 0.16 -1.45 -2.60
C -0.38 -2.60 -3.26
C -0.28 -3.83 -2.70
C 0.37 -3.97 -1.44
C 0.90 -2.90 -0.78
C 0.77 -1.58 -1.31
O 1.18 -0.54 -0.68
H -3.64 -0.71 -1.45
H -4.00 -1.87 -2.74
H -4.71 -0.23 -2.78
H -4.59 -1.13 -4.88
H -4.32 -1.16 -7.32
H -2.17 -0.47 -8.35
H -0.28 0.20 -6.89
H 0.15 1.19 -4.61
H 0.93 0.51 -2.67
H -0.83 -2.49 -4.24
H -0.67 -4.70 -3.20
H 0.45 -4.95 -1.00
H 1.39 -3.02 0.18
C -2.13 1.35 -0.25
C -1.30 2.49 -0.84
C -0.06 2.47 0.04
O -0.47 1.89 1.31
C -1.88 1.56 1.23
H -1.72 0.38 -0.55
H -3.18 1.39 -0.51
H -1.84 3.44 -0.73
H -1.06 2.36 -1.89
H 0.35 3.47 0.23
H 0.71 1.83 -0.38
H -2.46 2.40 1.62
H -2.04 0.67 1.84
*
```

***

[4]
Below is 8 unconnected molecules or ions with the total composition C27H37O26P at a distorted geometry, with properties calculated with the ωB97M-V functional and the def2-TZVPD basis.

For the frontier orbital gap, the calculation gives 7.575 eV. The energy above the lowest of the compared OMol25 structures with the same formula, charge and spin comes out at 0.742 eV. The lowest unoccupied orbital energy is -0.7 eV. Its SMILES is C=C[C@@]1(P(=O)(O)O)CCC(=O)O1.O=C1OCCO1.O=C1OCCO1.O=C1OCCO1.O=C1OCCO1.O=C1OCCO1.O=C1OCCO1.O=C1OCCO1.

ORCA input file:
```
! wB97M-V def2-TZVPD RIJCOSX def2/J DEFGRID3
* xyz 0 1
C -1.18 4.13 2.43
C 0.17 4.37 2.30
C 0.98 3.74 1.23
P 0.17 2.43 0.18
O -1.21 2.70 -0.18
O 0.33 1.03 0.97
O 0.99 2.22 -1.21
C 1.86 4.71 0.40
C 3.17 3.90 0.18
C 3.21 2.88 1.32
O 4.03 2.13 1.62
O 2.04 3.01 1.98
H -1.94 4.85 2.10
H -1.57 3.18 2.80
H 0.66 5.06 3.00
H 1.29 0.88 1.02
H 0.92 3.08 -1.65
H 1.48 4.90 -0.61
H 2.08 5.65 0.90
H 3.22 3.37 -0.77
H 3.99 4.62 0.16
O 2.38 8.28 1.43
C 1.60 8.50 2.30
O 1.41 9.72 2.88
C 0.25 9.63 3.71
C 0.17 8.15 4.00
O 0.78 7.57 2.84
H 0.37 10.23 4.61
H -0.61 10.00 3.14
H 0.74 7.87 4.88
H -0.86 7.80 4.11
O 1.30 -4.76 -0.77
C 1.70 -3.77 -0.25
O 1.98 -3.65 1.07
C 2.66 -2.41 1.27
C 2.20 -1.60 0.09
O 1.95 -2.60 -0.90
H 2.38 -1.96 2.22
H 3.73 -2.59 1.27
H 1.28 -1.05 0.28
H 2.96 -0.89 -0.26
O 4.51 -5.24 -6.32
C 3.71 -5.04 -5.47
O 3.48 -3.83 -4.89
C 2.29 -3.95 -4.09
C 2.24 -5.42 -3.81
O 2.89 -6.00 -4.95
H 2.37 -3.35 -3.19
H 1.44 -3.60 -4.67
H 2.79 -5.70 -2.91
H 1.22 -5.80 -3.72
O 0.41 -1.63 -3.98
C -0.39 -1.45 -3.12
O -0.62 -0.26 -2.52
C -1.80 -0.40 -1.72
C -1.85 -1.88 -1.46
O -1.19 -2.42 -2.61
H -1.72 0.18 -0.81
H -2.66 -0.05 -2.29
H -1.28 -2.17 -0.56
H -2.86 -2.26 -1.37
O -4.92 -6.99 -4.17
C -3.76 -6.89 -4.40
O -2.77 -7.49 -3.69
C -1.55 -7.31 -4.41
C -1.83 -6.09 -5.25
O -3.25 -6.15 -5.42
H -0.72 -7.18 -3.73
H -1.37 -8.20 -5.02
H -1.58 -5.16 -4.73
H -1.32 -6.10 -6.20
O -4.66 -1.99 -0.26
C -5.32 -2.94 -0.52
O -6.67 -2.91 -0.70
C -7.07 -4.18 -1.22
C -5.96 -5.09 -0.75
O -4.84 -4.20 -0.68
H -8.04 -4.47 -0.84
H -7.12 -4.12 -2.31
H -6.15 -5.50 0.24
H -5.76 -5.90 -1.45
O 1.59 6.03 6.11
C 1.71 4.85 6.24
O 1.76 3.98 5.21
C 2.14 2.71 5.73
C 1.71 2.81 7.17
O 1.81 4.21 7.43
H 1.64 1.90 5.19
H 3.22 2.59 5.61
H 0.68 2.49 7.33
H 2.36 2.24 7.84
*
```

***

[5]
Below is a molecular structure, C27H38CaO2Si at a distorted geometry, with properties calculated with the ωB97M-V functional and the def2-TZVPD basis.

For the frontier orbital gap, the calculation gives 1.807 eV. The lowest unoccupied orbital energy is -9.7 eV.

ORCA input file:
```
! wB97M-V def2-TZVPD RIJCOSX def2/J DEFGRID3
* xyz 2 1
C 3.91 2.17 0.80
Si 3.68 0.41 -0.03
C 2.40 -0.70 0.90
C 3.25 0.76 -1.88
C 1.68 0.53 -2.29
C 0.58 1.30 -1.34
C 0.88 2.89 -1.08
C 0.06 3.29 0.31
C -1.56 3.06 0.21
C -2.20 2.48 1.64
C -3.78 2.01 1.50
C -3.84 0.38 1.60
C -5.22 -0.43 1.21
C -4.79 -1.89 1.83
C -4.64 -3.19 0.83
C -4.18 -2.84 -0.70
C -5.16 -3.35 -1.95
C -4.78 -3.09 -3.52
C -3.38 -2.31 -3.98
C -2.39 -1.77 -2.74
C -2.80 -2.06 -1.15
O -3.59 -1.78 2.69
C -3.49 -0.35 3.05
O -3.16 0.18 4.23
C 5.42 -0.47 0.20
C 6.76 0.29 0.75
C 8.15 -0.62 0.94
C 8.14 -2.24 0.61
C 6.78 -2.99 0.03
C 5.41 -2.10 -0.16
H 2.89 2.60 1.19
H 4.38 2.94 0.02
H 4.73 2.04 1.65
H 1.83 -1.37 0.13
H 1.70 0.01 1.53
H 3.02 -1.39 1.64
H 3.59 1.83 -2.26
H 3.88 -0.01 -2.52
H 1.36 -0.60 -2.38
H 1.55 0.98 -3.39
H 0.39 0.81 -0.30
H -0.46 1.24 -1.93
H 2.01 3.18 -0.98
H 0.35 3.53 -1.94
H 0.23 4.40 0.64
H 0.45 2.56 1.16
H -2.11 4.08 0.01
H -1.91 2.31 -0.62
H -2.16 3.37 2.41
H -1.54 1.59 2.07
H -4.39 2.44 2.43
H -4.29 2.33 0.49
H -2.99 0.04 0.87
H -5.62 -0.37 0.11
H -6.08 -0.09 1.96
H -5.71 -2.19 2.50
H -5.67 -3.78 0.77
H -3.84 -3.93 1.31
H -6.16 -3.92 -1.69
H -5.48 -3.49 -4.40
H -3.14 -2.16 -5.12
H -1.40 -1.18 -3.05
H -2.04 -1.67 -0.34
H 6.72 1.44 0.99
H 9.13 -0.10 1.36
H 9.09 -2.91 0.76
H 6.72 -4.15 -0.21
H 4.42 -2.60 -0.56
Ca -1.56 4.65 3.17
*
```

***

[6]
Below is a molecular structure, C27H38FeN4OP at a distorted geometry, with properties calculated with the ωB97M-V functional and the def2-TZVPD basis.

For the frontier orbital gap (spin up / spin down), the calculation gives 7.135 / 6.844 eV. The energy above the lowest of the compared OMol25 structures with the same formula, charge and spin comes out at 2.472 eV. The lowest unoccupied orbital energy (spin up / spin down) is 0.5 / 0.2 eV.

ORCA input file:
```
! wB97M-V def2-TZVPD RIJCOSX def2/J DEFGRID3
* xyz 0 2
Fe -0.52 -0.44 0.09
C -2.77 1.46 -1.76
C -1.90 2.71 -1.71
C -0.52 2.52 -1.05
N -0.45 1.67 0.13
C -0.51 2.21 1.33
C -1.04 3.49 1.60
C -1.01 4.25 2.76
C -0.29 4.05 3.93
C 0.53 2.96 4.22
C 0.64 1.76 3.55
C -0.02 1.29 2.38
N -0.08 0.04 2.05
C 0.45 -1.01 2.88
C 1.92 -1.33 2.49
C 2.40 -0.50 1.30
N 1.59 -0.68 0.11
C 2.04 -0.19 -1.01
C 3.21 0.63 -1.10
C 4.10 0.79 -2.13
C 4.08 0.18 -3.39
C 2.99 -0.46 -3.95
C 1.69 -0.57 -3.47
C 1.16 -0.32 -2.19
N -0.13 -0.23 -1.93
C -0.99 0.01 -3.07
C -2.45 0.37 -2.79
H -2.73 1.02 -0.77
H -3.80 1.76 -1.92
H -1.75 3.14 -2.70
H -2.46 3.45 -1.13
H 0.16 2.07 -1.78
H -0.12 3.51 -0.81
H -1.59 3.93 0.78
H -1.59 5.16 2.72
H -0.33 4.85 4.66
H 1.13 3.05 5.12
H 1.33 1.05 3.99
H 0.39 -0.77 3.94
H -0.17 -1.89 2.71
H 2.59 -1.12 3.32
H 2.01 -2.39 2.25
H 2.42 0.55 1.59
H 3.44 -0.79 1.08
H 3.44 1.18 -0.19
H 4.95 1.43 -1.94
H 4.98 0.26 -3.99
H 3.14 -0.86 -4.95
H 0.98 -0.96 -4.18
H -0.54 0.83 -3.66
H -1.02 -0.86 -3.75
H -2.87 0.66 -3.76
H -2.99 -0.53 -2.47
C -3.07 -0.15 2.00
C -2.23 -0.98 1.06
O -2.46 -1.05 -0.14
H -4.01 -0.68 2.17
H -3.28 0.82 1.55
H -2.56 -0.02 2.95
C 0.82 -4.18 0.75
P -0.39 -2.98 0.06
C -0.16 -3.32 -1.74
C -1.92 -3.98 0.33
H 0.69 -5.16 0.29
H 0.65 -4.27 1.83
H 1.84 -3.83 0.58
H -0.14 -4.40 -1.93
H 0.78 -2.88 -2.07
H -0.97 -2.86 -2.28
H -1.76 -5.00 0.00
H -2.75 -3.54 -0.21
H -2.17 -3.98 1.39
*
```

***

M readings, ordered: 1339.43 669.49 677.03 808.54 462.76 521.45 g mol⁻¹